[1]
DFT (the ωB97M-V functional and the def2-TZVPD basis) results for a structure of composition C68H79BrCl3F8N2O4 at a distorted geometry.

Summary:
LUMO level ... -2.67 eV
Orbital gap ... 7.92 eV
HOMO energy ... -10.60 eV
Maximum force ... 2.42 eV/A
Net charge ... +1

Positions of all 165 atoms, in Å:
1 C -8.0142 -5.3753 0.5683
2 C -6.7905 -6.0405 1.2296
3 C -6.4691 -5.3388 2.5629
4 C -4.9531 -5.2312 2.8304
5 C -4.1946 -4.4337 1.7405
6 C -3.3279 -3.2203 2.1647
7 C -4.1834 -2.4327 3.1760
8 C -5.6201 -2.1239 2.7045
9 O -6.2943 -1.4698 3.4480
10 N -3.0597 -2.3619 0.9041
11 N -3.3306 -0.9840 1.0784
12 C -1.8444 -2.7412 0.0931
13 C -1.7269 -1.6809 -1.0319
14 C -2.9737 -1.4622 -1.9383
15 C -2.6584 -1.8348 -3.4119
16 C -2.1844 -0.6439 -4.2291
17 O -0.7666 -0.4896 -4.1239
18 C -0.3354 0.7117 -4.6292
19 C 0.4646 1.6160 -3.7286
20 O -0.5522 1.0211 -5.7666
21 C -1.9496 -4.0792 -0.6872
22 F -1.4526 -5.1771 -0.0093
23 C -3.2908 -4.5001 -1.3489
24 C -3.4612 -6.0391 -1.3428
25 C -0.5656 -2.7652 0.9781
26 C -0.1629 -1.3920 1.5503
27 C 0.6251 -0.4607 0.5827
28 C 2.0630 -0.1988 1.0353
29 C 0.7152 -3.2808 0.3071
30 Cl 1.0410 -3.1664 -1.4187
31 C 1.7432 -3.7970 0.9703
32 C 3.0051 -4.2832 0.3041
33 Cl 1.8337 -3.9554 2.7000
34 O -0.8368 -3.6337 2.0856
35 C -1.9684 -3.6155 2.8403
36 Cl -1.9862 -5.3093 3.4943
37 Br -1.5891 -2.5692 4.5397
38 H -8.9338 -5.6024 1.1053
39 H -8.1154 -5.6639 -0.4746
40 H -7.8854 -4.2934 0.6501
41 H -6.9704 -7.1062 1.3555
42 H -5.9518 -5.9458 0.5316
43 H -6.8315 -6.0050 3.3493
44 H -7.0008 -4.3972 2.7042
45 H -4.6125 -6.2649 2.7600
46 H -4.7619 -4.9530 3.8622
47 H -4.9627 -4.1563 1.0156
48 H -3.5074 -5.1271 1.2569
49 H -3.7853 -1.4557 3.4258
50 H -4.2822 -2.9653 4.1158
51 H -5.9866 -2.4609 1.7122
52 H -3.8487 -2.6310 0.3076
53 H -4.0568 -0.6367 0.4745
54 H -2.5372 -0.3776 1.2020
55 H -1.4790 -0.7033 -0.6331
56 H -0.9274 -1.9160 -1.7192
57 H -3.2172 -0.3994 -1.9647
58 H -3.8921 -1.9869 -1.6619
59 H -3.5522 -2.2278 -3.8971
60 H -1.8884 -2.6076 -3.4700
61 H -2.4754 -0.7468 -5.2749
62 H -2.6850 0.2623 -3.8693
63 H 0.6475 2.5747 -4.1972
64 H 0.0065 1.7504 -2.7485
65 H 1.4348 1.1370 -3.5658
66 H -1.2824 -3.9645 -1.5350
67 H -4.2182 -4.1024 -0.9294
68 H -3.2920 -4.2409 -2.4051
69 H -2.6314 -6.5477 -1.8206
70 H -3.6354 -6.4272 -0.3428
71 H -4.3830 -6.2318 -1.8936
72 H 0.5777 -1.6458 2.3021
73 H -0.9256 -0.8873 2.1463
74 H 0.5549 -0.7392 -0.4636
75 H 0.1383 0.5188 0.6567
76 H 1.9713 0.3586 1.9660
77 H 2.5719 0.4689 0.3454
78 H 2.6213 -1.1061 1.2651
79 H 3.7172 -4.6671 1.0253
80 H 3.4540 -3.5064 -0.3099
81 H 2.7282 -5.1047 -0.3595
82 F 1.4742 2.7421 -0.2944
83 C 2.4573 3.6081 -0.6401
84 C 2.3741 4.2800 -1.8416
85 C 3.3841 5.1656 -2.1861
86 C 4.4615 5.3589 -1.3327
87 C 4.5273 4.6678 -0.1286
88 C 3.5149 3.7887 0.2239
89 H 1.5297 4.1110 -2.4979
90 H 3.3305 5.7059 -3.1220
91 H 5.2442 6.0423 -1.6051
92 H 5.3665 4.8144 0.5354
93 H 3.5426 3.2490 1.1590
94 F 0.8357 6.2954 -4.4377
95 C 1.4756 6.8596 -5.4850
96 C 2.3149 7.9312 -5.2573
97 C 2.9757 8.5075 -6.3322
98 C 2.7820 8.0130 -7.6149
99 C 1.9303 6.9370 -7.8238
100 C 1.2744 6.3502 -6.7515
101 H 2.4466 8.3068 -4.2505
102 H 3.6419 9.3442 -6.1682
103 H 3.2954 8.4672 -8.4519
104 H 1.7757 6.5538 -8.8234
105 H 0.6127 5.5055 -6.8930
106 F 5.1872 2.8358 2.5975
107 C 6.1185 2.0350 2.0321
108 C 7.1086 2.5978 1.2532
109 C 8.0655 1.7746 0.6796
110 C 8.0135 0.4022 0.8828
111 C 7.0069 -0.1470 1.6650
112 C 6.0532 0.6741 2.2499
113 H 7.1303 3.6672 1.0994
114 H 8.8516 2.2039 0.0733
115 H 8.7587 -0.2389 0.4311
116 H 6.9639 -1.2167 1.8210
117 H 5.2657 0.2657 2.8708
118 F 5.2845 7.4978 -3.0808
119 C 6.1392 8.5357 -2.9353
120 C 6.6495 8.8170 -1.6844
121 C 7.5293 9.8799 -1.5406
122 C 7.8772 10.6489 -2.6425
123 C 7.3496 10.3528 -3.8916
124 C 6.4773 9.2849 -4.0431
125 H 6.3595 8.2108 -0.8358
126 H 7.9430 10.1083 -0.5677
127 H 8.5604 11.4797 -2.5266
128 H 7.6175 10.9541 -4.7499
129 H 6.0618 9.0319 -5.0100
130 F -7.2945 -1.0277 9.5564
131 C -6.6558 -0.4308 8.5344
132 C -5.8025 0.6225 8.7981
133 C -5.1410 1.2337 7.7434
134 C -5.3482 0.7922 6.4429
135 C -6.2140 -0.2661 6.1935
136 C -6.8696 -0.8865 7.2484
137 H -5.6614 0.9561 9.8176
138 H -4.4643 2.0557 7.9365
139 H -4.8331 1.2753 5.6215
140 H -6.3773 -0.6089 5.1767
141 H -7.5420 -1.7176 7.0794
142 F 0.4076 -5.4020 -8.6422
143 C 0.7805 -5.0829 -7.3923
144 C 0.1273 -4.0576 -6.7369
145 C 0.5113 -3.7331 -5.4444
146 C 1.5452 -4.4282 -4.8306
147 C 2.1942 -5.4524 -5.5061
148 C 1.8073 -5.7880 -6.7949
149 H -0.6699 -3.5232 -7.2368
150 H 0.0040 -2.9345 -4.9159
151 H 1.8450 -4.1683 -3.8243
152 H 3.0024 -5.9908 -5.0296
153 H 2.2941 -6.5883 -7.3361
154 F 0.7449 -0.0462 4.3676
155 C 0.8961 0.3239 5.6525
156 C 0.0056 -0.1436 6.5905
157 C 0.1671 0.2407 7.9154
158 C 1.2054 1.0879 8.2747
159 C 2.0894 1.5504 7.3112
160 C 1.9388 1.1631 5.9893
161 H -0.8134 -0.8025 6.3039
162 H -0.5200 -0.1229 8.6675
163 H 1.3247 1.3873 9.3073
164 H 2.8969 2.2143 7.5886
165 H 2.6223 1.5071 5.2234



[2]
DFT (the ωB97M-V functional and the def2-TZVPD basis) results for the ion CH2NO3S with charge -1 at a distorted geometry.

Summary:
LUMO level ... 3.55 eV
Orbital gap ... 7.37 eV
HOMO energy ... -3.82 eV
SMILES ... NSOC(=O)[O-]
Maximum force ... 3.05 eV/A
Net charge ... -1

Positions of all 8 atoms, in Å:
1 N -1.0935 1.4488 -0.1949
2 S -1.2710 -0.4088 -0.4789
3 O 0.1669 -0.8603 -1.0045
4 C 1.2626 -0.9787 0.0852
5 O 0.9219 -0.6509 1.1766
6 O 2.3013 -1.4270 -0.3598
7 H -1.9591 1.5834 0.3322
8 H -0.3292 1.2934 0.4440



[3]
DFT (the ωB97M-V functional and the def2-TZVPD basis) results for a cluster of 5 separate species, C42H51BrN7O14S in total at a distorted geometry.

Summary:
LUMO level ... -2.69 eV
Orbital gap ... 8.80 eV
HOMO energy ... -11.49 eV
Maximum force ... 5.13 eV/A
Net charge ... +1

Positions of all 116 atoms, in Å:
1 C 2.5306 2.0214 -1.0546
2 C 1.2748 2.2954 -1.9677
3 C 0.0871 1.2661 -1.7021
4 N -1.0332 1.6767 -2.5916
5 N -2.2698 1.5430 -1.9955
6 C -3.1845 0.5075 -2.0993
7 C -3.0455 -0.8121 -2.8957
8 C -3.2304 -2.0820 -1.9580
9 C -1.8555 -2.7327 -1.5400
10 C -1.5949 -2.6798 0.0119
11 O -2.7325 -3.1853 0.7675
12 C -2.8873 -2.4453 1.9317
13 O -3.9475 -2.2311 2.4391
14 C -4.3685 0.8229 -1.3017
15 C -5.6734 0.0416 -1.0928
16 C -6.5221 0.4085 -2.4842
17 C -7.5866 1.6304 -2.2955
18 O -6.2085 1.6970 -3.0723
19 N -3.9779 2.0530 -0.7669
20 C -4.8455 2.7674 0.1807
21 C -4.3746 2.6701 1.6875
22 C -3.4438 1.4453 2.0054
23 C -2.4140 1.8368 3.1659
24 S -0.6815 1.4441 2.7416
25 O -0.5411 0.3334 1.7953
26 O -0.0321 1.0453 3.9851
27 O 0.1384 2.7877 2.2384
28 C -2.7608 2.5155 -1.1475
29 Br -1.9250 4.1524 -0.6065
30 H 3.4543 1.9554 -1.6903
31 H 2.7024 2.9034 -0.3800
32 H 2.4628 1.0764 -0.4619
33 H 1.5718 2.2243 -3.0456
34 H 0.8437 3.3135 -1.8013
35 H -0.1486 1.3339 -0.6141
36 H 0.5041 0.2650 -1.9965
37 H -0.9942 1.2360 -3.5092
38 H -3.9085 -0.8352 -3.6178
39 H -2.0827 -0.8660 -3.4567
40 H -3.7363 -1.7702 -1.0038
41 H -3.8786 -2.8617 -2.4369
42 H -1.8802 -3.8243 -1.8132
43 H -0.9907 -2.2826 -2.0906
44 H -0.7242 -3.3296 0.3007
45 H -1.3991 -1.6009 0.2742
46 H -1.9485 -2.0666 2.4190
47 H -6.3063 0.3906 -0.2511
48 H -5.5818 -1.0601 -1.1905
49 H -6.8341 -0.4556 -3.1646
50 H -8.0832 2.0797 -3.1839
51 H -7.1973 2.3918 -1.5752
52 H -5.9113 2.4362 0.1351
53 H -4.8560 3.8555 -0.1014
54 H -3.9260 3.6425 1.9980
55 H -5.3023 2.5525 2.3139
56 H -2.8041 1.1007 1.1555
57 H -4.0127 0.5405 2.3523
58 H -2.7306 1.2607 4.0801
59 H -2.4441 2.9380 3.3882
60 H 0.0095 2.9047 1.2740
61 C -2.9446 -1.6579 9.2281
62 C -2.9931 -1.7806 7.8448
63 C -3.4632 -0.7304 7.0707
64 C -3.8779 0.4396 7.6935
65 C -3.8402 0.5690 9.0751
66 C -3.3713 -0.4868 9.8426
67 N -4.3521 1.5614 6.8787
68 O -4.3908 1.4097 5.6644
69 O -4.6770 2.5814 7.4506
70 H -2.5715 -2.4784 9.8300
71 H -2.6609 -2.6956 7.3699
72 H -3.4972 -0.8360 5.9941
73 H -4.1675 1.4781 9.5625
74 H -3.3346 -0.3965 10.9212
75 C 4.3222 -5.3853 -2.8622
76 C 3.9773 -5.0553 -1.5552
77 C 3.1302 -3.9873 -1.3116
78 C 2.6310 -3.2587 -2.3842
79 C 2.9742 -3.5733 -3.6924
80 C 3.8259 -4.6439 -3.9286
81 N 1.7190 -2.1465 -2.1287
82 O 1.4543 -1.8817 -0.9690
83 O 1.2671 -1.5385 -3.0936
84 H 4.9811 -6.2252 -3.0502
85 H 4.3684 -5.6347 -0.7281
86 H 2.8677 -3.7381 -0.2915
87 H 2.5901 -3.0046 -4.5230
88 H 4.1000 -4.9024 -4.9421
89 C 5.7841 2.8326 3.0963
90 C 4.8421 1.8240 3.2596
91 C 5.0241 0.5968 2.6380
92 C 6.1551 0.3907 1.8594
93 C 7.0976 1.3941 1.6842
94 C 6.9079 2.6199 2.3066
95 N 6.3621 -0.9142 1.2210
96 O 5.5038 -1.7642 1.3819
97 O 7.3786 -1.0737 0.5708
98 H 5.6424 3.7886 3.5876
99 H 3.9666 1.9938 3.8747
100 H 4.2852 -0.1827 2.7710
101 H 7.9774 1.2365 1.0738
102 H 7.6383 3.4095 2.1797
103 C 5.5170 1.9874 -5.8454
104 C 6.4769 1.2806 -6.5591
105 C 6.3460 -0.0900 -6.7305
106 C 5.2474 -0.7402 -6.1863
107 C 4.2865 -0.0442 -5.4651
108 C 4.4257 1.3256 -5.2955
109 N 5.0927 -2.1842 -6.3861
110 O 5.9600 -2.7684 -7.0041
111 O 4.0970 -2.7177 -5.9204
112 H 5.6193 3.0590 -5.7180
113 H 7.3267 1.7997 -6.9848
114 H 7.0989 -0.6320 -7.2879
115 H 3.4309 -0.5506 -5.0353
116 H 3.6808 1.8800 -4.7371



[4]
DFT (the ωB97M-V functional and the def2-TZVPD basis) results for a structure of composition C31H35CaF4N3O5S3 at a distorted geometry.

Summary:
LUMO level ... -1.78 eV
Orbital gap ... 4.23 eV
HOMO energy ... -6.01 eV
Maximum force ... 1.50 eV/A

Positions of all 82 atoms, in Å:
1 Ca -22.5014 -6.7069 -10.7985
2 C -27.7619 -7.3875 -11.3063
3 C -27.3028 -6.1978 -10.4810
4 S -25.4872 -6.0023 -10.3039
5 C -25.2517 -4.4314 -11.1949
6 C -25.4293 -4.5106 -12.6906
7 S -24.2505 -5.7033 -13.4397
8 C -25.2998 -6.8408 -14.3564
9 C -26.2035 -7.7840 -13.6214
10 S -27.8089 -7.0791 -13.0861
11 H -28.7926 -7.6143 -11.0589
12 H -27.1944 -8.2918 -11.0687
13 H -27.7340 -6.2578 -9.4708
14 H -27.6871 -5.2595 -10.9259
15 H -24.2283 -4.1162 -10.9338
16 H -25.8758 -3.6250 -10.7712
17 H -25.2698 -3.5194 -13.1300
18 H -26.4294 -4.8074 -12.9579
19 H -24.5637 -7.4267 -14.9397
20 H -25.8654 -6.2402 -15.0727
21 H -25.6946 -8.1634 -12.7302
22 H -26.4053 -8.6276 -14.2681
23 F -15.3033 -6.9136 -10.8878
24 C -16.1386 -7.0825 -9.7892
25 C -17.5179 -7.0006 -9.8677
26 C -18.3025 -7.0195 -8.7215
27 C -19.7681 -6.8626 -8.8061
28 O -20.2901 -6.8908 -9.9196
29 C -20.4571 -6.6750 -7.5505
30 C -19.7696 -6.8798 -6.4107
31 N -18.4483 -7.2755 -6.3503
32 C -17.7991 -7.4112 -5.0874
33 C -17.3797 -8.7731 -4.5689
34 C -18.5600 -8.0804 -3.9806
35 C -17.6756 -7.2021 -7.4861
36 C -16.3021 -7.3332 -7.4229
37 C -15.5069 -7.2748 -8.5515
38 N -14.0845 -7.4500 -8.4066
39 C -13.2823 -7.8253 -9.5590
40 C -11.8942 -8.2650 -9.0417
41 N -12.0741 -8.8947 -7.7048
42 C -12.3858 -7.7778 -6.7339
43 C -13.2991 -6.7382 -7.4287
44 C -21.9928 -6.3296 -7.4601
45 O -22.5116 -6.3239 -6.3539
46 O -22.5074 -6.0799 -8.5943
47 H -17.9987 -6.8393 -10.8378
48 H -20.2522 -6.7030 -5.4602
49 H -17.1593 -6.5761 -4.8365
50 H -16.4930 -8.7729 -3.9428
51 H -17.5550 -9.6394 -5.2000
52 H -18.4926 -7.6205 -2.9956
53 H -19.5187 -8.5212 -4.2478
54 H -15.8489 -7.5277 -6.4618
55 H -13.1293 -7.0012 -10.2801
56 H -13.7491 -8.6320 -10.1192
57 H -11.2111 -7.4032 -8.8866
58 H -11.4111 -8.9601 -9.7148
59 H -11.2403 -9.3854 -7.3700
60 H -12.8413 -9.5557 -7.7629
61 H -11.3935 -7.3725 -6.4958
62 H -12.8458 -8.2212 -5.8535
63 H -12.6962 -5.9041 -7.8365
64 H -13.9181 -6.2697 -6.6703
65 C -22.8738 -12.2116 -10.3039
66 C -22.9735 -11.3819 -9.1903
67 C -23.0488 -9.9956 -9.3488
68 C -22.9922 -9.3220 -10.5914
69 C -22.8863 -10.2060 -11.6655
70 C -22.8251 -11.6035 -11.5551
71 H -22.8181 -13.2809 -10.1905
72 H -23.0269 -11.8179 -8.1852
73 H -23.1093 -9.4269 -8.4124
74 H -22.8290 -9.8549 -12.7196
75 H -22.7470 -12.1961 -12.4480
76 F -19.0568 -4.2017 -10.7538
77 C -19.9995 -4.1653 -11.7073
78 F -21.2016 -4.0677 -11.0680
79 F -19.8548 -2.9902 -12.3385
80 C -19.8690 -5.4900 -12.5505
81 O -18.7589 -5.7985 -12.9624
82 O -20.9590 -6.1372 -12.6237



no.,electronic energy (eV)
1,-212307.095
2,-19538.196
3,-164331.861
4,-109236.854